(1)
Below is a 8-piece molecular cluster, C22H45NO9 overall, with properties calculated with ωB97M-V with the def2-TZVPD basis set.

Values from the calculation:
- SMILES = C[N+](=O)[O-].CC(C)=O.CC(C)=O.CC(C)=O.CC(C)=O.CC(C)=O.CC(C)=O.CC(C)=O
- HOMO (eV) = -9.352
- energy relative to the best compared isomer or geometry (same formula, charge and spin) (kJ/mol) = 116.4

```
77
Properties=species:S:1:pos:R:3:forces:R:3
C -0.033766 -0.917700 -0.002902 -0.1 -0.8 0.3
N 1.081655 -1.917179 0.097656 -0.5 0.3 -0.1
O 2.043742 -1.581093 0.758510 0.2 0.1 0.1
O 0.982540 -2.964122 -0.493404 -0.1 -0.3 -0.1
H 0.218978 -0.307106 -0.863921 -0.3 0.1 -0.1
H 0.011986 -0.400961 0.927553 0.1 0.8 0.5
H -0.998626 -1.437421 0.008591 0.4 0.1 -0.6
C -2.372964 -1.703480 -4.753992 -0.8 1.3 -0.3
C -1.622190 -0.370945 -4.597402 0.3 -0.1 -0.4
C -0.848585 0.204930 -5.801002 1.0 1.4 0.2
O -1.708357 0.275486 -3.564632 0.1 -0.8 -1.1
H -2.148511 -2.429167 -4.005383 0.2 -0.2 0.9
H -2.333390 -2.234962 -5.699201 0.4 0.4 -0.4
H -3.403982 -1.327614 -4.628314 0.1 -0.7 0.1
H -1.469825 0.857286 -6.460549 0.0 -0.3 0.9
H -0.345273 -0.423209 -6.553065 -0.4 -0.6 0.8
H -0.043024 0.852995 -5.333719 -1.0 -0.5 -0.6
C 4.275387 -3.498977 1.987187 0.1 1.0 0.3
C 3.083858 -3.905455 2.801825 0.3 0.0 1.0
C 2.691624 -2.897139 3.844168 -1.3 1.5 -1.0
O 2.500508 -4.964655 2.754404 0.2 0.0 -0.6
H 3.971509 -2.576878 1.432274 0.4 -0.9 0.1
H 4.654633 -4.294563 1.379180 -0.1 -0.3 -0.6
H 5.101744 -3.195639 2.661533 -0.5 -0.1 -0.1
H 2.464068 -1.899451 3.382663 0.4 -0.7 0.2
H 3.450533 -2.727276 4.570313 0.7 0.0 0.6
H 1.765156 -3.187336 4.308015 -0.1 -0.3 0.4
C -2.663872 1.852204 4.539145 0.8 0.8 0.3
C -1.556692 1.213590 3.722717 -0.4 0.3 0.0
C -0.479307 2.056968 3.078428 -0.8 1.8 -0.3
O -1.560541 0.021472 3.579197 0.2 -1.0 -0.2
H -2.328823 1.914322 5.591014 -0.1 0.0 -0.4
H -3.604379 1.310833 4.533903 0.1 -0.2 -0.3
H -2.794103 2.867425 4.178757 -0.3 0.2 0.1
H 0.121191 1.463577 2.426900 0.5 -0.6 -0.2
H 0.162961 2.596882 3.781339 -0.1 -0.2 0.2
H -0.942047 2.847150 2.420223 0.3 -0.8 0.8
C -3.209497 1.964124 -1.228339 0.6 0.4 1.5
C -3.357233 1.678021 0.285520 1.7 0.7 -1.4
C -4.278576 0.621074 0.725835 0.4 -0.3 -0.5
O -2.557277 2.230107 1.026140 -0.9 -0.3 -0.1
H -4.036552 1.696200 -1.825673 -0.7 -1.2 -0.7
H -2.215098 1.632725 -1.581438 -0.8 0.0 0.0
H -3.258899 3.030350 -1.277588 0.5 1.0 -0.1
H -5.289221 0.756641 0.317797 0.4 -0.4 0.0
H -4.247625 0.654413 1.788651 -0.3 -0.4 0.9
H -3.744200 -0.297845 0.366056 -0.9 0.3 0.3
C 0.639543 4.086692 -3.394195 2.5 0.0 1.3
C 0.790439 2.903126 -2.405739 1.3 -0.9 -1.6
C 0.325264 3.254067 -1.037825 -0.3 0.8 0.0
O 1.352601 1.840006 -2.727498 -1.4 2.1 0.6
H -0.253441 4.612728 -3.247340 -1.6 0.6 0.2
H 0.757672 3.822594 -4.432795 0.3 -0.2 -0.2
H 1.438625 4.855542 -3.039694 -1.0 -1.3 -0.8
H -0.684674 3.684988 -1.153340 0.2 -0.5 0.4
H 0.941464 4.099042 -0.677769 -0.1 -0.5 -0.1
H 0.381491 2.438970 -0.329596 -0.3 -0.1 0.1
C 3.180700 1.299936 -0.581857 -0.6 0.7 0.1
C 3.724302 2.549746 -1.229936 -1.4 2.3 1.3
C 4.652440 2.541018 -2.363067 1.9 -0.7 -0.4
O 3.422210 3.670860 -0.786391 0.2 -1.7 -0.2
H 2.234153 1.577041 -0.062778 0.8 -0.3 -0.4
H 3.901786 1.028173 0.191134 0.0 -0.5 -0.1
H 2.970952 0.534276 -1.334116 0.3 -0.1 0.4
H 4.425314 1.790968 -3.136136 0.3 0.0 0.5
H 5.707225 2.411270 -1.920677 -1.4 -0.1 -0.8
H 4.631457 3.524649 -2.809566 0.0 0.2 -0.1
C -1.870280 -4.884878 1.490977 0.4 -1.4 -0.7
C -1.683782 -3.490062 1.920643 -0.7 1.6 -0.9
C -0.684671 -3.208104 3.022607 -1.7 -0.4 1.0
O -2.343080 -2.618537 1.343313 1.0 -0.6 1.0
H -1.447573 -5.586345 2.183914 0.1 -0.4 0.5
H -1.352741 -5.075329 0.544759 0.3 0.4 0.1
H -2.881197 -5.179552 1.241582 -0.5 0.4 0.3
H 0.290591 -3.590392 2.872153 1.1 -0.1 -0.9
H -0.964378 -3.846200 3.885154 -0.3 0.3 -0.2
H -0.732052 -2.184891 3.369108 0.2 0.3 -0.3
```
Forces are in eV/Å.


(2)
Below is a 6-piece molecular cluster, C22H46F18N5O10PS4 overall, with properties calculated with ωB97M-V with the def2-TZVPD basis set.

Values from the calculation:
- HOMO (eV) = -7.834

```
106
Properties=species:S:1:pos:R:3:forces:R:3
P -0.281262 0.067043 -1.780798 -0.4 -1.1 0.0
F 0.130357 0.980887 -3.055404 -0.1 0.2 -0.3
F -1.858318 0.483348 -1.930718 0.4 -0.2 -0.4
F -0.446808 -1.219793 -2.706780 -0.5 0.4 -0.1
F -0.668533 -0.795570 -0.465000 0.0 0.0 0.3
F 1.278465 -0.360560 -1.590382 0.1 0.7 0.4
F -0.109763 1.387005 -0.848381 0.6 0.2 0.3
C -3.011367 1.490000 3.184312 -0.2 -0.2 -1.0
N -3.484981 2.275915 1.964365 -0.6 0.0 0.8
C -4.355302 1.348511 1.164574 -0.5 0.6 0.5
C -4.266992 3.430757 2.507195 -0.7 -0.6 -0.1
C -2.265964 2.670993 1.163482 0.2 -0.2 0.8
C -2.546794 3.116814 -0.229115 -0.2 -0.2 -2.0
O -3.253027 4.346531 -0.349641 -0.4 0.0 0.8
H -3.875588 1.230747 3.790925 -0.1 0.2 0.0
H -2.282510 2.064542 3.749501 0.2 -0.1 -0.1
H -2.612919 0.579204 2.742992 0.5 -0.1 0.5
H -5.151641 0.986429 1.815342 0.4 -0.4 0.2
H -3.696683 0.573430 0.785609 -0.3 -0.2 -0.2
H -4.912618 1.885687 0.400427 0.5 0.1 -0.3
H -5.063419 2.972376 3.094913 0.0 0.1 0.1
H -4.742279 3.991875 1.708269 0.4 0.2 -0.1
H -3.656406 4.025867 3.178693 0.2 0.1 -0.3
H -1.708022 1.733514 1.134906 0.4 0.2 -0.3
H -1.731583 3.363826 1.814111 0.1 0.1 -0.3
H -3.073749 2.317864 -0.767168 -0.2 0.0 0.3
H -1.669241 3.199512 -0.878818 0.5 -0.2 0.9
H -3.673558 4.349062 -1.213550 0.0 0.1 0.0
C 1.768975 -3.015393 3.448907 0.0 -0.8 -0.2
N 0.424900 -3.258176 2.810203 0.3 0.3 -0.6
C 0.083142 -1.935355 2.225505 0.2 1.9 -0.6
C 0.576093 -4.249420 1.689320 0.3 -0.8 0.7
C -0.587608 -3.782682 3.803050 0.8 0.1 0.4
C -2.025339 -3.438259 3.538148 -0.8 0.3 0.0
O -2.285972 -2.037533 3.722095 0.0 -0.4 0.0
H 1.667042 -2.304685 4.258612 0.0 0.3 -0.1
H 2.392973 -2.659458 2.634206 0.2 0.3 0.3
H 2.213584 -3.941220 3.813247 -0.3 -0.1 0.1
H 0.889139 -1.564552 1.588953 0.2 -0.7 -0.1
H 0.036868 -1.144859 2.976381 -0.3 -0.5 0.4
H -0.787688 -1.850086 1.580973 -0.2 -0.8 0.3
H 1.387350 -3.972626 1.022562 -0.5 0.5 -0.3
H -0.397980 -4.421705 1.242735 0.2 0.2 -0.4
H 0.908065 -5.193301 2.127788 -0.2 0.0 0.1
H -0.257346 -3.433730 4.782035 -0.3 0.4 -0.1
H -0.423101 -4.858379 3.851806 -0.3 -0.1 -0.2
H -2.640882 -3.990241 4.254427 0.2 -0.2 0.1
H -2.399239 -3.721578 2.550095 0.4 -0.2 -0.1
H -3.232499 -1.950853 3.564499 0.0 0.2 0.1
C 0.871221 4.373037 -6.329576 -0.7 -0.3 0.4
C 1.972103 3.479291 -5.696651 -1.1 0.8 -1.0
C 1.798574 3.336445 -4.197470 0.4 -0.8 0.4
N 2.965399 2.626902 -3.506470 1.0 0.2 -0.5
C 3.167426 1.303807 -4.172079 -0.1 -0.2 -1.0
C 2.765237 2.477681 -2.007241 -0.3 -0.8 -0.1
C 3.762182 3.392320 -1.318341 -0.8 0.8 -0.1
C 4.123344 4.403162 -2.411835 0.2 0.0 0.5
C 4.213587 3.516994 -3.625254 -0.4 -0.6 -0.2
H 0.894398 4.240863 -7.409486 0.1 0.3 0.0
H 0.931684 5.429614 -6.066670 0.5 0.0 -0.1
H -0.149253 4.110309 -6.034682 0.1 -0.4 0.1
H 2.868656 3.942172 -6.108876 0.5 -0.2 0.7
H 1.871233 2.511129 -6.183787 0.1 -0.1 0.2
H 0.971521 2.655129 -4.001789 -0.2 0.3 0.0
H 1.645032 4.259655 -3.643380 0.0 0.2 -0.2
H 3.684195 1.456314 -5.119693 0.1 0.2 0.1
H 2.199410 0.876805 -4.428412 -0.1 0.0 0.4
H 3.731866 0.562643 -3.612828 0.0 0.4 0.5
H 2.974262 1.438866 -1.765541 -0.3 0.0 0.0
H 1.706588 2.650029 -1.825965 0.1 0.1 0.3
H 4.604618 2.822062 -0.936130 0.1 0.2 0.1
H 3.249903 3.949852 -0.536415 0.3 -0.4 0.4
H 5.022400 4.966083 -2.168504 0.2 -0.2 -0.3
H 3.311983 5.132722 -2.443611 0.0 0.0 -0.4
H 5.067392 2.842995 -3.550615 0.1 0.1 0.0
H 4.191878 3.947247 -4.620319 0.1 0.2 0.1
C 0.533506 -7.297464 -1.590486 -1.7 0.5 -0.4
F 1.496698 -6.444336 -1.233619 0.5 -0.5 0.1
F 0.895857 -8.576399 -1.491425 0.7 0.5 -0.1
F -0.476806 -7.130214 -0.708446 0.2 0.0 0.1
S -0.103354 -6.912963 -3.327626 1.2 0.7 0.7
O 1.094936 -6.900044 -4.126283 -0.2 0.5 0.3
O -1.021872 -7.986671 -3.569592 -0.2 0.4 0.3
N -0.708191 -5.357177 -3.011522 0.9 -2.2 -1.0
S -2.135203 -5.368688 -3.696492 -1.8 -1.3 0.1
O -2.159043 -5.939915 -5.025416 0.1 0.6 0.3
O -3.145723 -5.831498 -2.760852 0.1 0.7 -0.5
C -2.597004 -3.613133 -4.020582 0.2 -0.2 0.1
F -2.897603 -2.956383 -2.906721 0.3 0.4 0.5
F -1.659547 -2.972628 -4.704228 0.3 0.3 0.1
F -3.702093 -3.618558 -4.755235 -0.4 -0.2 -0.4
C -0.087184 -0.408776 6.532003 0.6 0.8 -0.3
F -0.555016 -0.456975 7.766512 0.3 -0.2 0.2
F 0.449599 -1.586911 6.185291 -0.1 -0.4 0.2
F -1.114592 -0.165409 5.729581 -0.1 0.0 -0.4
S 1.217809 0.940303 6.338627 0.0 0.1 0.6
O 0.450501 2.155711 6.457853 0.1 -0.8 -0.5
O 2.204392 0.758730 7.362080 0.0 -0.9 -0.8
N 1.767305 0.534735 4.783961 -0.6 -1.6 3.0
S 1.534568 1.794554 3.969788 1.1 4.9 -2.0
O 0.151317 2.120900 3.705508 -0.4 -0.4 -0.8
O 2.353256 2.919128 4.414852 -0.5 -1.0 -0.6
C 2.246851 1.514397 2.208594 -0.1 -1.2 1.5
F 2.377458 2.683473 1.612638 -0.3 0.2 -0.2
F 3.438368 0.906141 2.177435 0.2 0.1 0.3
F 1.414000 0.720219 1.536013 -0.4 0.2 -0.5
```
Forces are in eV/Å.


(3)
Below is a 3-piece molecular cluster, C22H46FNO9P2 overall, with properties calculated with ωB97M-V with the def2-TZVPD basis set.

Values from the calculation:
- SMILES = C=CC[C@@H]1C(=O)N[C@](C)(CC)[C@@H]1F.CCOP(=O)(OCC)OCC.CCOP(=O)(OCC)OCC
- HOMO (eV) = -8.263

```
81
Properties=species:S:1:pos:R:3:forces:R:3
C 0.217797 3.999707 4.685706 0.3 0.8 0.0
C 0.021351 5.313102 4.400797 -0.3 -0.2 -0.3
C -1.111485 5.792226 3.491815 2.0 -1.2 -0.7
C -2.293676 4.825440 3.474646 -1.8 1.5 -0.3
C -2.422378 3.968042 2.187360 0.5 -0.6 0.1
O -1.556855 3.249721 1.755092 0.0 0.5 -0.1
N -3.719049 4.085892 1.622415 0.0 -0.3 0.5
C -4.549792 4.610829 2.716720 -0.9 0.4 -0.1
C -4.868365 3.417404 3.640211 0.2 0.2 0.4
C -5.856377 5.309038 2.330718 -0.3 0.5 0.0
C -6.742596 5.594447 3.564179 0.2 -0.5 -0.1
C -3.593869 5.649945 3.313465 0.9 -0.8 -0.7
F -3.299579 6.527733 2.242669 -0.4 0.5 0.3
H 0.397800 3.319196 3.858450 -1.8 -0.6 0.1
H 0.214368 3.661530 5.716901 1.8 0.0 0.0
H 0.661019 6.101293 4.795530 -0.9 0.1 1.3
H -1.402013 6.764304 3.882375 -0.1 0.1 -0.1
H -0.736492 5.902833 2.468176 -0.3 0.4 0.0
H -2.451852 4.270829 4.399309 0.6 -0.4 -0.1
H -3.753542 4.585445 0.745182 0.0 -0.1 -0.1
H -5.886026 3.068964 3.476617 0.0 0.0 0.0
H -4.212096 2.571578 3.444729 0.1 0.1 0.0
H -4.768216 3.687472 4.693868 -0.1 -0.1 0.0
H -5.655752 6.278760 1.872646 0.3 -0.2 -0.3
H -6.438736 4.725026 1.615554 0.2 -0.1 -0.1
H -7.318629 6.507219 3.434194 -0.1 0.0 0.0
H -7.420556 4.757170 3.724759 -0.1 0.1 0.1
H -6.152173 5.693112 4.475871 0.0 0.1 0.0
H -3.947893 6.280927 4.125006 0.1 -0.3 0.3
C 6.366083 2.489425 2.651514 -0.2 0.0 0.0
C 6.643571 1.446430 1.586840 0.3 0.2 0.0
O 5.555586 0.522149 1.440685 0.0 0.6 0.1
P 4.264640 0.945151 0.615412 0.1 -3.9 0.0
O 4.567488 1.309539 -0.771534 -0.4 1.8 0.3
O 3.514530 -0.488342 0.573704 -0.1 0.4 0.2
C 2.929875 -0.988819 -0.630472 -0.1 -0.2 -0.2
C 3.780230 -2.093482 -1.215889 0.2 -0.1 0.1
O 3.385824 1.607618 1.745974 0.2 1.2 -0.5
C 1.943410 1.647467 1.625722 -0.2 0.2 0.1
C 1.339220 0.745997 2.672307 0.0 -0.2 0.1
H 5.555579 3.154452 2.349630 0.0 0.0 0.0
H 7.255868 3.093833 2.830547 0.0 0.0 0.0
H 6.065805 2.011585 3.584011 0.1 0.0 0.0
H 6.859935 1.915833 0.624121 -0.1 0.0 0.0
H 7.509074 0.846818 1.864483 -0.1 -0.1 0.0
H 2.778954 -0.188281 -1.354732 0.1 0.1 0.0
H 1.944531 -1.377951 -0.359970 0.0 0.0 0.1
H 4.793809 -1.742728 -1.411445 -0.1 0.1 -0.1
H 3.349638 -2.463653 -2.147612 0.0 0.0 0.0
H 3.857832 -2.925616 -0.514587 -0.1 0.0 0.0
H 1.624149 1.363674 0.622305 0.1 0.0 0.0
H 1.637050 2.680408 1.788581 0.1 0.0 -0.1
H 1.632752 -0.291291 2.514026 0.0 0.0 -0.1
H 0.250624 0.809111 2.645655 0.0 0.1 0.0
H 1.685030 1.031057 3.667158 0.0 0.1 0.0
C 1.771590 -5.867588 -7.720154 -0.1 -0.1 0.1
C 2.107987 -5.087936 -6.464702 0.3 0.0 -0.2
O 0.975127 -4.956409 -5.591009 0.1 -0.5 -0.4
P 0.548598 -6.168562 -4.659397 -1.5 3.3 1.7
O 1.610153 -6.590933 -3.742032 0.2 -1.6 -0.9
O -0.571343 -5.412817 -3.765739 0.0 -0.3 -0.3
C -0.618726 -5.569285 -2.346424 0.0 0.1 0.3
C -0.091704 -4.328140 -1.661910 0.0 0.2 -0.1
O -0.440942 -6.951317 -5.610254 0.9 -1.0 -0.1
C -1.482894 -7.785190 -5.056095 -0.2 -0.2 -0.1
C -2.822430 -7.157333 -5.354379 0.0 0.2 0.0
H 1.553890 -6.911523 -7.489266 0.0 0.0 0.0
H 2.608230 -5.839256 -8.418621 0.0 0.0 0.0
H 0.888945 -5.449111 -8.203759 0.0 0.1 0.0
H 2.937196 -5.550918 -5.924673 -0.1 0.0 0.1
H 2.405905 -4.072604 -6.720660 -0.1 0.0 0.1
H -0.064444 -6.452841 -2.029710 0.1 0.0 -0.1
H -1.668217 -5.727271 -2.083941 0.0 0.0 -0.1
H 0.927799 -4.115724 -1.985439 0.0 -0.1 0.1
H -0.100717 -4.446469 -0.577429 0.0 0.0 0.0
H -0.701968 -3.462651 -1.924257 0.0 0.0 0.0
H -1.340105 -7.931210 -3.984436 0.1 0.1 0.0
H -1.402234 -8.759548 -5.536984 0.1 0.0 0.0
H -2.908774 -6.185168 -4.870881 0.0 0.0 0.1
H -3.630115 -7.799724 -5.002125 0.0 0.0 0.0
H -2.936230 -7.000040 -6.427118 0.0 -0.1 0.0
```
Forces are in eV/Å.


Number 1: E_tot -43457.1263 eV. Number 2: E_tot -153029.6389 eV. Number 3: E_tot -64775.4614 eV.